1.
The following is a quantum chemistry calculation of a molecular structure, C22H19BrN5O5STeY, from OMol25.

XYZ file:
```
55
Properties=species:S:1:pos:R:3
Y 0.3542 -0.0013 0.8596
O 1.4331 -6.2708 1.8972
C 1.2056 -4.9731 1.6177
C 1.9001 -4.2885 0.6190
C 1.5973 -2.9603 0.4185
N 0.6579 -2.3454 1.1281
C 0.0127 -2.9806 2.1036
C 0.2474 -4.3060 2.3855
C -0.9666 -2.0892 2.8593
O -1.7182 -2.5720 3.6803
O -0.8930 -0.8480 2.4919
C 2.3109 -2.0475 -0.5783
O 3.1000 -2.5250 -1.3668
O 1.9628 -0.8081 -0.4512
H 2.1245 -6.6169 1.3219
H 2.6705 -4.7545 0.0169
H -0.2858 -4.8046 3.1821
C -3.9780 -1.3345 1.4099
Te -3.1053 0.4463 0.6619
C -3.8785 0.1998 -1.3042
H -5.0574 -1.2196 1.4434
H -3.5811 -1.4888 2.4111
H -3.7054 -2.1745 0.7749
H -3.6000 -0.7760 -1.6977
H -3.4523 0.9777 -1.9354
H -4.9601 0.3008 -1.2861
Br -1.7138 -3.3793 -3.6212
C -1.0318 -1.6656 -3.2467
C -0.6283 -0.8126 -4.2589
C -0.1507 0.4390 -3.9034
C -0.0804 0.7806 -2.5616
N -0.4690 -0.0475 -1.5929
C -0.9445 -1.2426 -1.9354
H -0.6859 -1.1204 -5.2938
H 0.1781 1.1403 -4.6570
H 0.3041 1.7428 -2.2482
H -1.2647 -1.8973 -1.1303
N -0.2304 4.4887 1.1454
C -0.6920 3.2259 1.1121
N 0.0930 2.4113 0.4462
C 1.1791 3.1974 0.0450
C 2.3325 2.8419 -0.6511
C 3.2537 3.8388 -0.8989
C 3.0429 5.1571 -0.4643
C 1.9085 5.5153 0.2356
C 0.9864 4.5062 0.4842
H -0.6162 5.2202 1.7168
H -1.6069 2.9442 1.6080
H 2.5163 1.8165 -0.9537
H 4.1674 3.5972 -1.4247
H 3.7939 5.9069 -0.6734
H 1.7547 6.5280 0.5836
S 2.3924 0.8106 2.4761
C 1.3033 1.8041 3.2652
N 0.5130 2.5129 3.7342
```

Results
HOMO level	-8.38	eV
lowest unoccupied orbital energy	-0.0092	hartree

2.
The following is a quantum chemistry calculation of a gas-phase ion, C5H8N (charge +1) in a non-equilibrium geometry, from OMol25.

XYZ file:
```
14
Properties=species:S:1:pos:R:3
C 1.3037 -0.7749 -0.1473
C 2.3732 -0.2946 0.3621
C -0.0001 -1.1837 -0.1551
C -0.8657 -0.3540 0.9635
C -1.4297 1.3955 -0.4041
N -1.2850 0.7667 0.8185
H 3.2860 -0.7727 0.2204
H -0.3035 -0.8766 -1.1605
H -0.2173 -2.3361 -0.1231
H -0.5506 -0.7868 1.9803
H -0.6496 0.8165 -1.0205
H -2.3586 1.1243 -1.0529
H -1.3941 2.4873 -0.6924
H 2.0912 0.7891 0.4111
```

Results
HOMO level	-14.22	eV
total charge	+1
lowest unoccupied orbital energy	-0.2415	hartree

3.
The following is a quantum chemistry calculation of a molecular structure, C39H32IN12O2Tc in a non-equilibrium geometry, from OMol25.

XYZ file:
```
87
Properties=species:S:1:pos:R:3
Tc 0.3544 -0.0741 -0.2841
C 0.4512 -6.6863 0.7943
C 1.7518 -6.4026 1.2021
C 2.2117 -5.0925 1.2825
C 1.3321 -4.0873 0.9412
C 1.4706 -2.6247 0.9002
N 2.4662 -2.0140 1.4038
C 2.6423 -0.5812 1.3671
C 3.3647 -0.0386 2.5868
C 4.5501 -0.4284 3.1751
C 4.9552 0.2381 4.3285
C 4.1804 1.2450 4.8934
C 2.9706 1.6161 4.3254
C 2.5803 0.9649 3.1669
C 1.2944 0.9511 2.4753
N 0.1313 1.4694 2.8739
C -0.8460 0.5582 2.7367
N -2.0486 0.6845 2.2010
C -2.1644 -0.6245 1.5138
N -1.5603 -0.1397 0.1692
C -2.7148 -0.3905 -0.4108
N -3.3194 -1.1122 0.7073
C -2.9474 -2.3210 -0.0801
N -1.8876 -3.0382 -0.0898
C -0.6114 -3.0894 0.2278
N 0.2993 -2.0836 0.3266
C 0.0372 -4.3726 0.5149
C -0.4323 -5.6720 0.4489
C -3.6520 -2.1397 -1.3916
C -4.2322 -2.9706 -2.3117
C -4.4924 -2.4302 -3.5753
C -4.1222 -1.1338 -3.8882
C -3.5220 -0.2893 -2.9496
C -3.3022 -0.8085 -1.6957
C -1.5223 -1.6000 2.4563
C -1.7744 -2.9144 2.8030
C -0.9449 -3.4916 3.7591
C 0.0802 -2.7701 4.3547
C 0.2496 -1.4171 4.0841
C -0.5859 -0.8519 3.1409
N 1.3643 0.1526 1.3967
H 0.1279 -7.7172 0.7399
H 2.4166 -7.2136 1.4676
H 3.2214 -4.8576 1.5908
H 5.1331 -1.2463 2.7774
H 5.8847 -0.0470 4.8032
H 4.5106 1.7165 5.8093
H 2.3308 2.3651 4.7724
H -1.4442 -5.8822 0.1285
H -4.4731 -3.9979 -2.0760
H -4.9701 -3.0424 -4.3278
H -4.2793 -0.7647 -4.8924
H -3.2040 0.7022 -3.2370
H -2.5811 -3.4773 2.3569
H -1.0966 -4.5269 4.0347
H 0.7340 -3.2607 5.0632
H 0.9925 -0.8331 4.6110
N 0.5414 2.1436 -0.7173
C -0.6253 2.4575 -1.5767
C -0.5985 3.8752 -2.1724
C -0.9882 5.0726 -1.2819
C -2.4708 5.5059 -1.2814
N -3.5165 4.5497 -0.9616
C -3.8100 4.0955 0.2482
N -4.8465 3.2770 0.4134
N -3.1391 4.4946 1.3222
C -0.6587 1.3424 -2.6688
O -1.0548 1.6106 -3.7874
O -0.2536 0.1989 -2.2333
H 0.5441 2.7194 0.1214
H 1.3836 2.3723 -1.2407
H -1.5187 2.2768 -0.9784
H -1.2263 3.8761 -3.0657
H 0.4308 4.0300 -2.5053
H -0.4750 5.9557 -1.6664
H -0.6148 4.9038 -0.2665
H -2.7056 5.8587 -2.2839
H -2.5826 6.3574 -0.6049
H -4.0604 4.1916 -1.7288
H -5.3528 2.9006 -0.3701
H -4.8652 2.7446 1.2728
H -2.3565 5.1179 1.2385
H -3.1990 3.8867 2.1316
I 5.0331 -1.4659 -0.3899
C 3.3523 -0.2181 0.0404
H 3.7113 0.8072 0.0545
H 2.6595 -0.3744 -0.8028
```

Results
HOMO level (alpha / beta)	-9.33 / -8.90	eV
total charge	+1
2S+1	2
lowest unoccupied orbital energy (alpha / beta)	-0.1187 / -0.1192	hartree

4.
The following is a quantum chemistry calculation of a single C3H5N3 molecule in a non-equilibrium geometry, from OMol25.

XYZ file:
```
11
Properties=species:S:1:pos:R:3
C -0.8083 -1.2388 -0.1861
C -0.3043 0.0237 0.0076
C -0.2377 1.2491 -0.6415
N 0.7324 2.3728 -0.2721
N -0.1166 -1.7523 0.9048
N 0.5454 -0.4787 1.0727
H -1.1326 -1.8715 -0.9546
H -0.8062 1.4885 -1.6383
H 0.7968 3.0199 -1.1633
H 0.4332 -2.6261 0.8703
H 0.8979 -0.1866 2.0006
```

Results
HOMO level (alpha / beta)	-8.06 / -8.06	eV
SMILES	[H]/N=C/c1c[nH][nH]1
lowest unoccupied orbital energy (alpha / beta)	0.0009 / 0.0010	hartree

Quick rundown of calculated total energy, same order as above: -130031.1326; -6791.8127; -73229.8253; -7657.0721 eV
Quick rundown of relative energy (zero: lowest compared OMol25 entry of this formula, charge and spin), same order as above: 3.0; 144.7; 58.9; 124.1 kcal per mole